(1)
16
Properties=species:S:1:pos:R:3 method="wB97M-V/def2-TZVPD" lumo_ev=0.59 charge=0 orbital_gap_ev=9.784 relative_energy_kcal_mol=30.41
C 0.42169 0.76601 -1.58594
C 0.50597 0.72821 -0.26542
C 1.15569 1.81008 0.59378
O 0.20191 -0.45496 0.35838
H 0.59436 1.53269 -2.34381
H -0.32846 0.06137 -2.06979
H 1.92814 2.28431 0.00095
H 0.36966 2.40622 1.08028
H 1.67703 1.45117 1.50963
H -0.35651 -0.29080 1.15037
O -4.68893 -2.13812 -0.72941
H -3.79074 -1.74116 -0.81883
H -4.95208 -2.35607 -1.63117
O 2.20537 -1.12092 1.83462
H 3.09007 -1.48118 1.95553
H 1.96682 -1.45686 0.96081

***

(2)
19
Properties=species:S:1:pos:R:3 method="wB97M-V/def2-TZVPD" lumo_ev=0.73 charge=0 orbital_gap_ev=11.053 relative_energy_kcal_mol=8.62
C 0.37736 0.43974 2.55851
C 0.45149 -0.37954 1.26567
O 1.52918 0.05234 0.41549
C -0.87922 -0.39749 0.54782
C -1.00165 -1.14656 -0.76198
O 0.06649 -0.94866 -1.70570
H 1.38234 0.82126 2.76264
H 0.02572 -0.18401 3.37400
H -0.35896 1.23517 2.47281
H 0.72151 -1.40095 1.51104
H 1.54079 1.01473 0.40502
H -1.63772 -0.75963 1.24284
H -1.23127 0.62974 0.40177
H -1.15942 -2.21490 -0.65361
H -1.87319 -0.81237 -1.32968
H 0.90606 -0.99480 -1.23153
O -0.66792 1.96516 -2.10923
H 0.20234 2.36051 -2.04777
H -0.57513 1.00174 -2.09906

***

(3)
20
Properties=species:S:1:pos:R:3 method="wB97M-V/def2-TZVPD" lumo_ev=1.04 charge=0 orbital_gap_ev=9.842 relative_energy_kcal_mol=53.29
C 0.80106 -2.12959 -0.58417
N -0.06744 -1.08945 -0.08374
C -0.92737 -1.65583 1.08212
C 0.63107 0.11080 0.39130
C -0.36174 1.25231 0.52584
C -0.39790 2.02920 -0.82894
O 0.80015 2.87142 -0.77559
H 0.08704 -2.95055 -0.76592
H 1.71276 -2.46668 -0.07262
H 1.11223 -1.86495 -1.61893
H -1.44082 -0.79935 1.54136
H -0.33466 -2.19381 1.87260
H -1.77515 -2.06923 0.57613
H 1.30819 0.07455 1.29899
H 1.32203 0.29979 -0.46123
H -0.20867 2.10887 1.19394
H -1.38779 0.93689 0.69989
H -0.24312 1.33342 -1.69122
H -1.34129 2.62406 -0.87567
H 0.71141 3.57811 -1.42414

***

(4)
24
Properties=species:S:1:pos:R:3 method="wB97M-V/def2-TZVPD" lumo_ev=0.09 charge=0 orbital_gap_ev=8.636
Ag -2.20485 0.75574 -0.48180
O -2.36172 -3.07149 -2.21719
C -2.09511 -2.03604 -1.62658
O -2.69002 -0.90496 -1.75535
C -0.97916 -2.09706 -0.57805
C -0.32184 -3.33448 -0.39371
C 0.70639 -3.39761 0.53839
C 1.04507 -2.22886 1.26402
C 0.37751 -1.04983 0.95270
N -0.63508 -0.99512 0.07200
H -0.46074 -4.09824 -1.13947
H 1.38131 -4.23689 0.56839
H 1.98682 -2.16251 1.80459
H 0.76576 -0.07871 1.27681
C 0.84648 3.47129 1.28709
C -0.09185 2.74807 0.30407
C 0.55475 2.34557 -1.02084
O -1.25505 2.49457 0.56106
H 1.68682 3.90029 0.74639
H 1.24299 2.81311 2.05681
H 0.32264 4.29586 1.77613
H 1.44404 2.97039 -1.08408
H -0.10787 2.58908 -1.85690
H 0.84273 1.30785 -1.05448

***

(5)
9
Properties=species:S:1:pos:R:3 method="wB97M-V/def2-TZVPD" lumo_ev=0.02 charge=0 orbital_gap_ev=9.113 relative_energy_kcal_mol=39.84
C -1.21427 0.76363 1.09064
C -0.54648 -0.23981 1.57052
O -0.18665 -1.26840 1.99565
H -2.24548 0.54406 0.68189
H -0.79575 1.80310 0.88818
O 0.21587 -1.90681 -0.85910
S 1.88006 -1.72778 -0.41552
Cl 2.65012 -2.82702 -1.93964
H -0.03914 -0.98975 -0.79959

***

(6)
10
Properties=species:S:1:pos:R:3 method="wB97M-V/def2-TZVPD" lumo_ev=1.20 charge=0 orbital_gap_ev=10.871 relative_energy_kcal_mol=32.59
C 0.05036 0.82420 0.02284
C 0.95580 -0.41482 -0.02030
O -0.10141 -1.18932 -0.60938
C -1.04145 -0.24776 -0.07345
H 0.16513 1.44535 -0.87075
H 0.04469 1.44228 0.92242
H 1.86160 -0.40135 -0.63228
H 1.18144 -0.79614 0.98709
H -1.95642 -0.13999 -0.65410
H -1.36709 -0.54523 0.93462

***

(7)
71
Properties=species:S:1:pos:R:3 method="wB97M-V/def2-TZVPD" multiplicity=2 lumo_ev="1.64 / 1.63" charge=-1 orbital_gap_ev="3.315 / 4.383" relative_energy_kcal_mol=1.05
Ru 0.13470 0.21692 0.27094
C -0.55544 -0.69451 4.55727
C -0.77373 -0.10355 3.18338
N 0.23714 0.00501 2.37120
N 1.47355 -0.29522 2.94398
C 2.46535 -0.31921 2.11481
S 2.42439 -0.07436 0.42535
S 4.02628 -0.81815 2.83741
C 3.55390 -2.52102 3.29623
C 3.44149 -3.43794 2.11016
C 2.30676 -3.43405 1.30104
C 2.24486 -4.23367 0.16913
C 3.30659 -5.06470 -0.15913
C 4.43591 -5.08690 0.64767
C 4.50138 -4.27375 1.76945
C -2.12438 0.34594 2.83094
C -3.02101 0.57019 3.89907
C -4.32552 0.97213 3.73739
C -4.81379 1.14549 2.43470
C -3.98619 0.94639 1.36521
C -2.60992 0.57950 1.49918
O -1.93950 0.48841 0.41141
H 0.27168 -1.39608 4.52629
H -1.45168 -1.20469 4.90199
H -0.28967 0.07700 5.28500
H 2.62190 -2.45945 3.85569
H 4.34256 -2.86395 3.96785
H 1.47636 -2.77923 1.53537
H 1.37110 -4.18562 -0.46835
H 3.25681 -5.68451 -1.04588
H 5.27140 -5.73025 0.39808
H 5.39356 -4.27686 2.38687
H -2.66025 0.44466 4.91083
H -4.95737 1.14192 4.59967
H -5.84623 1.43582 2.27105
H -4.34026 1.06645 0.34789
C 1.26473 4.73101 -2.62630
N 1.13761 3.25670 -2.97019
C -0.25231 3.02011 -3.56694
N -1.26902 3.47410 -2.69337
C -1.07106 4.88035 -2.38088
N 0.22253 5.15587 -1.76178
C 0.30995 4.49336 -0.43479
P 0.09102 2.57344 -0.38828
C 1.34073 2.34699 -1.77219
C -1.41294 2.62052 -1.49392
H 1.22183 5.27302 -3.57460
H 2.24083 4.86539 -2.16002
H 1.83581 3.01371 -3.67194
H -0.33652 1.94911 -3.74825
H -0.27302 3.57819 -4.50724
H -1.85620 5.20092 -1.69787
H -1.14616 5.46138 -3.30603
H -0.44340 4.94565 0.21468
H 1.28648 4.72322 0.00280
H 1.23496 1.32110 -2.12144
H 2.35696 2.49756 -1.40213
H -2.28398 2.95930 -0.93240
H -1.60909 1.59149 -1.79498
C -0.11533 -0.84917 -1.10264
C -0.78529 -1.76849 -1.90264
C -0.99628 -1.53823 -3.30055
C -1.64740 -2.45528 -4.09305
C -2.12863 -3.65835 -3.56271
C -1.94047 -3.90497 -2.19475
C -1.29377 -3.00242 -1.38453
H -0.61969 -0.61650 -3.73498
H -1.78813 -2.24106 -5.14812
H -2.63823 -4.37705 -4.19144
H -2.32114 -4.82405 -1.76102
H -1.17806 -3.19512 -0.32462